Record 1
This record from OMol25 describes a molecular structure, C43H40N9NaO9S at a distorted geometry. The level of theory is ωB97M-V/def2-TZVPD.

Computed properties:
- E_HOMO: -2.1 eV
- HOMO-LUMO gap: 0.20675 Ha
- Energy relative to the best compared isomer or geometry (same formula, charge and spin): 35.8 kcal/mol
- Net charge: -2
- Largest force on an atom: 3.37 eV/Å
- Lowest unoccupied orbital energy: 3.53 eV
- E: -3393.01780 Eh

The geometry in XYZ format:
```
103
Properties=species:S:1:pos:R:3:forces:R:3
Na 1.1695 0.6537 -0.9428 -0.13 0.14 0.16
C -0.9689 -1.2192 -3.8982 0.43 0.69 0.88
O -1.2805 -0.0404 -3.1763 0.20 0.09 0.04
C -2.4242 0.0248 -2.4640 -0.02 -0.30 0.31
C -3.4709 -0.9111 -2.5986 2.34 1.33 -0.82
C -4.6307 -0.7630 -1.8731 1.72 -0.03 -0.56
C -4.7392 0.3257 -1.0604 -1.57 0.53 0.32
C -3.7585 1.2930 -0.9982 -0.41 0.92 1.73
C -2.5083 1.0843 -1.5247 0.15 0.55 -0.23
N -1.3661 1.8720 -1.2578 1.16 -1.18 -1.40
N -1.4204 2.6953 -0.3189 -0.31 0.80 0.93
C -0.3474 3.5249 -0.0489 -0.41 -0.50 -1.11
C 0.8373 3.6356 -0.9027 -0.92 -1.33 -0.20
O 1.2262 2.7549 -1.7404 -0.37 1.26 0.87
C 1.5239 4.8786 -0.7560 0.52 1.38 1.58
C 1.3540 5.7310 0.3328 -0.02 -2.13 -2.14
C 0.3532 5.4854 1.3049 -0.25 -1.28 -1.46
C 0.1693 6.2912 2.3892 -1.80 -0.03 1.03
C -0.9108 6.1784 3.2410 0.30 -1.12 -1.34
C -1.8208 5.1279 2.9429 -1.90 1.73 2.18
C -1.6287 4.2865 1.9216 -0.02 -0.55 -1.58
C -0.5561 4.4360 1.0458 1.21 -0.33 -0.06
H -1.5264 -1.2929 -4.8036 -0.55 -0.10 -0.81
H -1.1064 -2.0728 -3.2678 -0.27 -0.72 0.31
H 0.0861 -1.1573 -4.0831 0.55 0.09 -0.27
H -3.2345 -1.6511 -3.3546 -0.74 -0.38 0.23
H -5.2669 -1.5641 -2.0191 -2.04 -1.10 0.30
H -5.6531 0.4830 -0.5006 -0.07 0.02 0.01
H -3.9552 2.1990 -0.3797 0.44 -0.84 -0.45
H 2.3129 5.0055 -1.4793 0.25 0.35 -0.04
H 1.9909 6.5622 0.4475 0.72 0.90 0.13
H 0.7554 7.1325 2.4697 1.66 1.70 0.38
H -1.0294 6.9523 3.9615 -0.47 0.13 0.72
H -2.8318 5.1079 3.4405 1.28 -0.13 -0.13
H -2.3325 3.5824 1.5296 -0.65 -0.44 0.65
C -1.7384 -1.8749 1.5561 0.25 1.07 2.29
C -0.9359 -2.5914 0.5997 1.02 -1.33 -1.92
N 0.3742 -2.6550 0.5309 -0.26 0.02 -0.04
C 0.6671 -3.3263 -0.6524 1.34 0.61 0.47
C -0.4517 -3.7077 -1.2819 -0.77 0.58 0.99
N -1.5008 -3.2052 -0.4897 0.86 0.06 0.34
C -2.8644 -3.4563 -0.5786 -1.52 -1.02 -1.38
N -3.3296 -4.5484 0.3519 -0.36 2.18 -1.96
N -4.6593 -4.6713 0.5091 0.98 -0.97 1.28
N -4.8369 -5.6485 1.3361 -1.05 -0.88 0.22
C -3.6238 -6.2363 1.6665 -0.63 -0.56 0.61
C -3.2390 -7.4034 2.4501 -0.59 1.63 -0.50
C -1.9092 -7.7290 2.4716 0.34 -0.86 -0.32
C -0.9269 -6.9335 1.8272 -1.03 0.67 -1.25
C -1.2925 -5.7739 1.1770 -0.70 -0.97 -0.22
C -2.6717 -5.4952 1.0142 2.11 -0.26 0.97
H -1.2829 -0.8853 1.4956 -0.37 0.40 0.38
H -1.5038 -2.2320 2.5991 -0.49 0.30 -0.94
H -2.8203 -1.7696 1.3965 0.49 -0.36 -0.10
H 1.6955 -3.3454 -1.0456 -0.76 -0.13 0.42
H -0.5832 -4.1679 -2.2138 -0.39 -0.52 -0.96
H -3.0703 -3.7346 -1.6356 -0.01 -0.31 0.68
H -3.5213 -2.5880 -0.4444 0.43 -0.20 0.48
H -3.9791 -7.9345 3.0344 -0.02 -0.19 -0.27
H -1.5881 -8.7156 2.8293 -0.24 0.54 0.33
H 0.0381 -7.2975 1.5122 0.41 -0.18 0.94
H -0.5820 -5.2536 0.6030 0.90 0.67 -0.44
O 3.3327 -0.8081 -1.8383 -0.07 0.08 -0.59
O 1.9070 -1.1084 -2.1164 0.40 -0.13 -0.17
C -0.1770 -0.4471 5.1067 2.38 0.36 0.65
C 0.0312 0.2385 3.7281 1.95 0.65 0.68
C 1.0829 1.3843 3.7215 1.04 -1.57 -0.38
C 2.4655 0.8054 4.2552 -0.60 -1.46 -0.61
C 2.9585 -0.5397 3.5701 -0.90 0.30 2.65
C 0.8036 2.6027 4.5684 1.10 -0.55 0.97
O 0.1682 2.6308 5.6209 -0.28 0.01 -0.75
N 1.6612 3.5893 4.2150 -0.05 1.59 -0.32
C 2.3428 3.7213 2.9213 -0.60 0.13 0.43
O 2.9621 4.7664 2.8126 0.46 -0.04 -0.08
N 2.1675 2.7827 1.9660 1.44 2.38 0.27
C 1.4284 1.7555 2.2338 -1.02 -0.49 2.05
O 1.0249 0.9955 1.3822 -0.74 -1.65 -1.84
H -0.9425 -1.1424 4.9576 -1.39 -1.25 0.14
H -0.4475 0.2756 5.8891 -0.08 -0.16 -0.38
H 0.7345 -1.0576 5.5750 -1.61 1.33 -1.43
H -0.8179 0.7944 3.3801 -1.18 -0.47 -0.10
H 0.3882 -0.4609 2.9408 -0.58 0.39 0.64
H 2.3929 0.6107 5.3155 -0.22 0.00 0.46
H 3.2423 1.5211 4.1369 0.57 0.78 -0.22
H 2.2771 -1.4017 3.8552 0.88 0.96 -0.45
H 3.9668 -0.7143 4.0016 -0.50 -0.16 -0.43
H 3.0037 -0.4414 2.5239 0.10 0.01 -1.36
H 1.6502 4.4809 4.7547 -0.05 -1.17 -0.69
O 2.9991 2.7856 -8.2916 0.52 0.23 1.55
C 3.8167 1.6896 -8.1092 -0.62 -1.04 -0.76
O 4.3778 1.1807 -9.0716 -0.69 1.30 1.18
C 3.8026 1.0375 -6.7431 0.43 1.55 -2.77
C 4.7844 0.0844 -6.5924 1.15 0.10 -1.66
C 4.9103 -0.5857 -5.4444 -0.15 -1.20 0.77
C 3.9811 -0.3294 -4.4225 -0.23 0.71 0.57
S 4.2996 -1.3069 -3.0465 -0.54 -0.40 1.20
C 3.0174 0.6923 -4.5298 -0.43 0.82 -0.01
C 2.9360 1.3923 -5.7603 0.00 -0.30 2.34
H 2.7661 3.1674 -7.3905 0.37 -0.80 -1.62
H 5.4969 -0.0456 -7.4252 -0.58 -0.07 0.50
H 5.6685 -1.3781 -5.3544 -0.34 0.47 0.26
H 2.3679 1.0572 -3.6859 0.85 -0.92 -0.82
H 2.2932 2.2728 -5.8071 -0.14 -0.45 -0.09
```
Positions in Å, forces in eV/Å.

Record 2
This record from OMol25 describes a molecular structure, C43H41BO6 at a distorted geometry. The level of theory is ωB97M-V/def2-TZVPD.

Computed properties:
- E_HOMO: -6.1 eV
- HOMO-LUMO gap: 0.21013 Ha
- Energy relative to the best compared isomer or geometry (same formula, charge and spin): 68.6 kcal/mol
- Largest force on an atom: 7.74 eV/Å
- Lowest unoccupied orbital energy: -0.36 eV
- E: -2139.15159 Eh

The geometry in XYZ format:
```
91
Properties=species:S:1:pos:R:3:forces:R:3
C 1.8460 -2.5042 6.8986 -0.04 0.22 1.20
C 1.7683 -2.3380 5.4500 -0.49 0.30 -1.56
C 0.6783 -2.3078 4.6147 0.42 -0.21 0.10
C 1.1582 -2.1992 3.2781 1.86 0.27 -0.32
C 2.5541 -2.1334 3.3659 -2.49 -3.34 4.92
B -0.8986 -0.3731 0.1281 -1.07 -1.06 -2.02
C -1.5043 -1.7293 -0.1059 -0.11 -1.51 -0.01
C -1.1596 -2.7978 -0.9221 -0.47 0.38 0.32
C -2.2995 -3.6430 -1.0467 -0.21 0.69 0.61
C -3.2932 -3.0384 -0.3013 1.88 0.67 -0.07
C -4.6743 -3.4010 -0.0608 -1.09 -0.39 0.25
O -2.8286 -1.8991 0.3130 0.24 -1.47 -0.94
C -1.6167 0.5897 1.0689 -0.48 1.54 1.86
C -1.3677 0.9533 2.3734 -0.01 -0.47 -0.62
C -2.2703 2.0098 2.7056 -0.58 0.25 -0.91
C -3.0104 2.2482 1.5715 1.38 -0.88 0.83
C -4.0300 3.2409 1.2830 -0.82 0.92 -0.21
O -2.6281 1.4068 0.5543 0.74 -0.16 1.05
C 3.6093 -2.3712 2.4616 -1.05 0.05 0.35
C 4.7450 -1.4524 2.2785 -1.07 1.40 1.01
C 5.6080 -2.1923 1.3719 0.09 -1.47 -0.67
C 5.0628 -3.4246 1.1474 0.16 2.63 0.57
C 5.5544 -4.5626 0.3905 0.37 -0.77 -0.73
O 3.8231 -3.5401 1.7402 0.05 -1.06 0.20
O 2.9147 -2.1970 4.7188 -1.02 -0.69 0.13
H 1.0020 -3.1182 7.2367 0.26 0.01 -0.12
H 2.7837 -2.9693 7.2361 -0.30 0.14 -0.24
H 1.7273 -1.5466 7.4212 0.22 -0.07 -0.01
H -0.3597 -2.3742 4.9069 0.12 -0.05 0.08
H 0.6192 -2.1568 2.3248 0.08 -0.06 0.61
H -0.1919 -2.9240 -1.3966 -0.23 0.10 0.06
H -2.3950 -4.5644 -1.6114 -0.01 0.26 0.13
H -5.0281 -4.0787 -0.8433 0.01 0.12 0.14
H -4.7712 -3.9165 0.9027 -0.10 0.10 -0.10
H -5.3079 -2.5115 -0.0399 0.00 -0.10 0.01
H -0.6111 0.5116 3.0250 -0.32 0.09 -0.29
H -2.3629 2.5445 3.6465 0.01 -0.17 -0.27
H -4.4790 3.5840 2.2223 0.00 -0.10 -0.22
H -3.6068 4.1328 0.7948 -0.09 -0.26 -0.04
H -4.8150 2.8324 0.6374 0.08 0.11 0.11
H 5.0804 -0.7970 3.0836 0.29 -0.44 -0.22
H 6.5329 -1.8147 0.9469 -0.15 -0.26 0.20
H 6.5814 -4.3451 0.0698 -0.29 -0.14 0.03
H 5.5629 -5.4814 0.9949 -0.07 0.27 -0.12
H 4.9392 -4.7440 -0.5037 0.14 -0.02 0.24
C -5.3531 0.3624 -6.1979 0.80 -0.29 0.13
O -4.0787 -0.2760 -5.9564 -0.28 0.32 0.01
C -3.2782 0.1614 -4.9450 0.25 0.32 0.62
C -2.1084 -0.6010 -4.6866 -0.96 0.44 -0.07
C -1.2997 -0.2668 -3.6154 0.20 0.35 -0.01
C -1.5396 0.8887 -2.8431 -1.34 0.07 0.94
C -0.5878 1.2716 -1.7856 1.20 -0.98 0.90
C -0.0321 0.2809 -0.9327 0.42 0.01 -1.64
C 3.2485 -1.1345 1.8314 2.29 4.47 -5.88
C 3.1388 -0.9405 0.3270 0.25 0.09 0.27
C 3.7371 0.2167 -0.2037 0.02 -0.31 -0.52
C 3.8840 0.3622 -1.5874 -0.29 -0.11 0.33
C 3.4274 -0.6473 -2.4457 0.05 -0.28 0.27
C 2.8061 -1.7836 -1.9146 -0.16 0.22 0.13
C 2.5944 -1.9019 -0.5309 0.26 0.08 -0.11
C -0.2420 2.6535 -1.4845 1.10 0.44 -1.05
C -0.7206 3.7547 -2.2340 0.18 -0.37 0.09
C -0.6508 5.0329 -1.7354 0.21 0.33 1.05
C -0.1018 5.2375 -0.4486 -0.13 -0.62 0.15
O -0.3789 6.4256 0.1451 0.36 0.33 0.50
C 0.0416 6.6210 1.5120 -0.10 -0.11 -0.73
C 0.5908 4.1952 0.2050 -0.18 0.65 -0.42
C 0.5456 2.9301 -0.3468 -0.42 0.01 0.01
C -2.7248 1.6068 -3.0801 0.18 -0.06 -0.41
C -3.5735 1.2876 -4.1368 0.11 -0.62 -0.39
H -5.7419 -0.1937 -7.0500 -0.14 0.22 0.09
H -6.0298 0.2592 -5.3382 0.24 0.02 -0.13
H -5.2238 1.4224 -6.4551 -0.04 -0.24 0.04
H -1.8837 -1.4437 -5.3385 -0.11 0.11 0.24
H -0.4367 -0.8849 -3.3681 -0.08 0.27 -0.13
H 1.0453 0.0735 -0.9679 0.05 1.30 0.89
H 2.8341 -0.2544 2.3614 0.24 -1.04 -0.15
H 4.1304 0.9742 0.4866 -0.11 -0.32 -0.33
H 4.3742 1.2462 -1.9934 -0.16 -0.17 0.07
H 3.5725 -0.5596 -3.5237 -0.03 -0.02 0.32
H 2.4912 -2.5968 -2.5745 -0.05 0.36 0.15
H 2.0124 -2.7400 -0.1202 0.55 0.26 -0.18
H -1.1750 3.5953 -3.2065 0.05 -0.04 0.14
H -1.0843 5.8860 -2.2463 0.02 -0.11 0.00
H -0.3087 7.6259 1.7535 0.14 -0.20 0.10
H -0.4185 5.8789 2.1819 0.08 0.17 -0.22
H 1.1361 6.5611 1.5937 -0.25 0.09 0.03
H 1.0943 4.3565 1.1595 -0.15 -0.04 -0.36
H 1.0670 2.1162 0.1573 -0.42 0.12 -0.03
H -2.9933 2.4238 -2.4125 0.10 -0.12 -0.19
H -4.4472 1.9099 -4.3401 0.19 -0.34 0.16
```
Positions in Å, forces in eV/Å.

Question: Which of these has the highest largest force on an atom?
Answer: C43H41BO6